[1]
A molecular structure, C4H12FO4Sr at a distorted geometry, computed with the ωB97M-V functional and the def2-TZVPD basis.

The geometry in XYZ format:
```
22
Properties=species:S:1:pos:R:3:forces:R:3:lowdin_charge:R:1
Sr 24.96833 -12.55696 -7.85038 -2.1 -1.7 0.3 1.82
F 22.99751 -14.06052 -7.55178 2.2 1.6 -0.3 -0.59
C 20.97320 -13.66422 -10.40786 -1.0 0.1 1.0 -0.23
C 19.89947 -13.56119 -9.26514 -0.3 0.1 -1.2 -0.23
O 20.46313 -13.09825 -8.05856 0.4 0.1 -0.2 -0.08
O 21.82781 -14.76226 -10.17516 0.5 0.0 0.0 -0.07
H 21.51437 -12.71975 -10.35128 0.3 0.3 -0.2 0.10
H 20.60761 -13.79767 -11.42602 -0.4 0.1 0.2 0.12
H 19.42723 -14.53132 -9.11045 0.1 -0.2 -0.1 0.12
H 19.10295 -12.85511 -9.49990 0.1 0.0 -0.3 0.12
H 21.22233 -13.66604 -7.90747 0.1 -0.1 0.6 0.01
H 22.25695 -14.59366 -9.33313 0.2 -0.4 0.3 0.02
C 23.64247 -15.89441 -4.74600 1.2 -1.2 1.6 -0.31
C 23.60186 -17.01298 -5.72607 0.5 0.5 -1.3 -0.20
O 24.17368 -16.50853 -6.96483 -0.1 -0.5 0.2 -0.10
O 22.66873 -14.93015 -4.89226 -0.8 0.5 0.0 -0.04
H 24.61381 -15.40068 -4.77467 0.6 -0.2 0.0 0.11
H 23.59031 -16.40107 -3.78232 -0.4 0.6 0.5 0.13
H 22.55667 -17.29563 -5.85165 -0.1 -0.2 -0.2 0.13
H 24.18886 -17.88780 -5.44636 0.0 0.2 0.1 0.13
H 23.75784 -15.64930 -7.06682 -0.3 0.0 -0.6 -0.01
H 22.80935 -14.55648 -5.76530 -0.5 0.3 -0.3 0.02
```
Forces are in eV/Å.

LUMO   -6.80 eV
Electronic energy   -590.86160 Ha
Total charge   +1
Gap between HOMO and LUMO   5.5 eV
Relative energy (zero: lowest compared OMol25 entry of this formula, charge and spin)   0.000 eV

=====

[2]
2 unconnected molecules or ions with the total composition C7H8Cl2Si at a distorted geometry, computed with the ωB97M-V functional and the def2-TZVPD basis.

The geometry in XYZ format:
```
18
Properties=species:S:1:pos:R:3:forces:R:3:lowdin_charge:R:1
C 0.06013 0.03702 -2.10208 -2.5 -0.3 1.8 -0.14
C -0.72889 0.26192 -0.83447 -0.7 0.4 0.0 -0.20
C -0.41848 -1.05082 -2.73990 3.3 -1.1 -1.0 -0.14
C -1.62851 -0.99204 -0.86366 0.8 0.2 0.3 -0.11
C 1.45601 -0.39072 2.82604 -0.2 1.0 -3.8 -0.07
C 0.65790 0.69580 2.68402 1.2 -0.3 0.7 -0.31
C -1.40199 -1.76288 -1.98069 0.0 2.9 2.6 -0.09
Si 0.46675 1.59978 0.99064 -0.4 -2.1 -0.2 -0.05
Cl 2.28810 2.22317 0.25062 -0.1 -0.6 -0.2 0.26
Cl -0.32666 3.43494 1.41152 -0.7 -0.2 -0.1 0.28
H 0.79577 0.71289 -2.31538 2.0 1.2 -1.1 0.05
H -1.41383 1.14300 -0.84052 0.4 -0.4 -0.3 0.07
H 0.24959 -1.55858 -3.48219 -1.2 0.7 0.0 0.11
H -2.36905 -1.13641 -0.10719 -0.3 -0.3 0.3 0.08
H 1.83814 -0.84486 3.67169 0.1 -0.4 2.2 0.02
H 1.94420 -0.88976 1.93531 -0.9 0.7 0.7 0.08
H 0.38955 1.20219 3.65369 -0.2 -0.3 -1.3 0.07
H -1.85873 -2.68463 -2.15743 -0.7 -1.1 -0.6 0.08
```
Forces are in eV/Å.

LUMO   -0.69 eV
Electronic energy   -1481.36028 Ha
Gap between HOMO and LUMO   7.7 eV
Relative energy (zero: lowest compared OMol25 entry of this formula, charge and spin)   4.949 eV

=====

[3]
A molecular structure, C23H40N9O3PRuS, computed with the ωB97M-V functional and the def2-TZVPD basis.

The geometry in XYZ format:
```
78
Properties=species:S:1:pos:R:3:forces:R:3:lowdin_charge:R:1
Ru 1.31080 -0.36516 0.35835 -0.2 0.0 -0.2 1.36
C 3.44909 -3.54656 -4.91661 0.0 -0.1 0.0 -0.08
C 2.02087 -3.37582 -4.42131 0.1 0.3 0.0 -0.23
N 1.78715 -2.05365 -3.82871 0.0 -0.2 -0.1 -0.02
C 1.89581 -1.79764 -2.51578 0.0 0.2 -0.1 -0.78
S 1.71104 -0.10795 -2.03249 -0.2 0.1 0.2 0.62
N 2.17456 -2.75592 -1.69254 0.1 -0.3 0.2 0.01
N 2.01865 -2.43503 -0.38094 0.0 0.4 -0.2 -0.09
C 2.72463 -3.01757 0.51478 0.0 -0.2 0.1 -0.25
C 3.89405 -3.88900 0.22522 0.0 -0.2 0.1 0.00
C 2.25708 -2.77868 1.90366 -0.1 0.0 -0.2 -0.24
C 2.82527 -3.39584 2.99334 0.2 -0.2 0.3 0.01
C 2.27714 -3.18068 4.24931 0.0 -0.1 0.0 -0.01
C 1.15374 -2.38101 4.37274 0.0 -0.1 0.1 -0.03
C 0.64878 -1.78251 3.23608 0.0 0.1 -0.2 -0.12
N 1.19473 -1.96375 2.03206 0.0 0.2 0.1 0.01
H 3.55795 -4.51421 -5.41360 0.0 0.1 0.1 0.08
H 4.15460 -3.50459 -4.08362 0.0 0.0 -0.1 0.07
H 3.71100 -2.76609 -5.63414 0.0 0.0 0.0 0.08
H 1.78591 -4.11629 -3.66364 -0.1 0.0 0.0 0.10
H 1.31507 -3.49143 -5.24206 0.0 0.0 0.0 0.11
H 1.72854 -1.26090 -4.44232 0.0 0.1 0.0 0.12
H 4.00803 -4.01028 -0.84576 0.0 0.0 0.0 0.07
H 3.79097 -4.87271 0.68958 0.0 0.1 0.0 0.10
H 4.79103 -3.41148 0.63273 -0.1 0.0 0.0 0.11
H 3.69786 -4.02238 2.87096 0.0 0.0 0.0 0.13
H 2.72160 -3.64270 5.12172 0.0 0.0 0.0 0.13
H 0.67297 -2.22320 5.32890 0.0 0.0 0.0 0.12
H -0.22896 -1.14632 3.27698 0.1 0.1 0.0 0.11
N 1.36637 1.64596 3.11923 0.3 0.1 0.6 0.04
N 2.52638 0.92541 3.44699 -0.4 0.0 -0.5 -0.01
C 3.23649 0.16156 2.54532 0.2 0.1 0.1 -0.69
O 4.07804 -0.62404 2.93303 -0.2 0.1 -0.3 0.07
O 2.95349 0.40776 1.25726 -0.3 -0.3 0.3 -0.23
H 1.55946 2.27693 2.36139 0.1 0.2 -0.1 0.07
H 0.58559 1.05516 2.88115 -0.1 -0.3 -0.3 0.01
H 2.58786 0.62645 4.40173 0.1 0.1 0.2 0.13
O -0.59428 0.57706 0.89787 0.5 -0.1 -0.4 -0.42
P -1.69415 1.34640 0.16390 -0.5 0.0 0.2 0.53
N -2.64256 0.33411 -0.70096 0.1 0.0 -0.5 -0.18
C -1.99914 -0.57448 -1.68732 -0.2 0.2 0.0 -0.20
C -3.15409 -1.04997 -2.56341 -0.1 0.1 0.1 -0.16
C -4.09134 0.16236 -2.58667 0.0 -0.1 0.0 -0.16
C -4.01926 0.68790 -1.15761 0.1 -0.1 0.1 -0.18
N -1.03740 2.54326 -0.72760 0.5 -0.2 -0.3 -0.18
C -1.73424 3.10751 -1.90254 0.1 0.0 0.1 -0.17
C -0.80207 4.22393 -2.37103 0.1 0.0 0.1 -0.15
C 0.59074 3.73463 -1.96163 -0.1 0.0 0.0 -0.15
C 0.34539 3.05514 -0.61690 -0.4 0.3 -0.1 -0.20
N -2.76434 2.07111 1.17293 0.2 0.0 0.8 -0.17
C -3.46388 1.18196 2.16049 0.1 0.3 -0.1 -0.18
C -2.95850 1.65491 3.51864 -0.1 0.1 -0.1 -0.17
C -2.84100 3.16562 3.30385 0.1 -0.1 -0.1 -0.16
C -2.23155 3.27333 1.90563 -0.2 -0.3 0.0 -0.17
H -1.47495 -1.38283 -1.18514 0.0 -0.1 0.1 0.10
H -1.27332 -0.03369 -2.29656 0.1 0.1 0.0 0.08
H -3.65440 -1.90819 -2.11086 0.0 0.0 0.0 0.12
H -2.80810 -1.33407 -3.55540 0.0 -0.1 0.0 0.11
H -5.11127 -0.09937 -2.86819 0.0 0.0 0.0 0.12
H -3.72288 0.90944 -3.29353 0.0 0.0 0.0 0.11
H -4.74995 0.17374 -0.52978 0.0 0.0 0.1 0.12
H -4.20205 1.75734 -1.07277 0.0 0.0 0.0 0.10
H -2.72271 3.47988 -1.62849 0.0 0.0 0.0 0.11
H -1.85700 2.34667 -2.68087 0.0 0.0 0.1 0.11
H -1.04268 5.15462 -1.85138 0.0 0.0 0.0 0.12
H -0.88640 4.39868 -3.44222 0.0 0.0 0.0 0.12
H 1.31310 4.54515 -1.88043 0.0 0.0 0.0 0.12
H 0.96351 3.00887 -2.68616 0.0 0.0 0.0 0.10
H 0.43093 3.77344 0.20309 -0.1 0.0 0.0 0.11
H 1.05703 2.26235 -0.42504 0.2 -0.3 0.0 0.05
H -3.24815 0.13515 1.95073 0.0 0.0 0.0 0.11
H -4.54045 1.33526 2.08029 0.0 0.0 -0.1 0.12
H -1.97624 1.22396 3.72714 0.0 0.0 0.0 0.10
H -3.63993 1.39393 4.32846 0.1 0.0 0.0 0.12
H -2.22133 3.66317 4.04895 -0.1 0.0 0.0 0.12
H -3.83568 3.61458 3.31584 0.0 0.0 0.0 0.12
H -1.14134 3.23179 1.97697 0.0 0.0 0.0 0.09
H -2.50771 4.18953 1.38873 0.0 0.0 -0.1 0.12
```
Forces are in eV/Å.

LUMO (spin up / spin down)   -3.05 / -4.43 eV
Electronic energy   -2453.22484 Ha
Total charge   +1
Gap between HOMO and LUMO (spin up / spin down)   7.9 / 6.6 eV
Spin multiplicity   6
Expectation value of S²   8.76

=====

[4]
2 unconnected molecules or ions with the total composition C3H7O3 at a distorted geometry, computed with the ωB97M-V functional and the def2-TZVPD basis.

The geometry in XYZ format:
```
13
Properties=species:S:1:pos:R:3:forces:R:3:lowdin_charge:R:1
C 0.45110 -1.61683 0.92966 -0.2 3.0 0.9 -0.04
C 1.38224 -0.23200 1.39851 -0.5 -5.8 -0.9 -0.78
O 2.51902 -0.59805 1.66457 1.4 1.0 0.4 -0.07
O 0.71484 0.75752 1.50398 -1.3 3.4 0.0 -0.05
H -0.39642 -1.44759 1.58293 -0.4 -0.4 0.3 0.02
H 0.93942 -2.52159 1.18399 0.5 -0.9 -0.2 0.01
H 0.03969 -1.51151 -0.06134 0.2 -0.3 -0.6 0.01
C -1.17654 1.06534 -1.57457 0.7 0.3 -1.1 -0.19
O -0.14222 1.89461 -1.08640 -0.8 0.1 -0.1 -0.12
H 0.05240 1.49637 -0.24159 0.9 0.0 1.2 0.01
H -1.71578 0.51383 -0.79814 0.7 -0.6 -0.2 0.08
H -1.93829 1.63569 -2.04829 -0.9 1.1 -0.3 0.04
H -0.72947 0.56421 -2.45331 -0.5 -1.1 0.7 0.08
```
Forces are in eV/Å.

LUMO   3.90 eV
Electronic energy   -344.25277 Ha
Total charge   -1
Gap between HOMO and LUMO   7.5 eV
Relative energy (zero: lowest compared OMol25 entry of this formula, charge and spin)   1.563 eV

=====

[5]
2 unconnected molecules or ions with the total composition CH7N3 at a distorted geometry, computed with the ωB97M-V functional and the def2-TZVPD basis.

The geometry in XYZ format:
```
11
Properties=species:S:1:pos:R:3:forces:R:3:lowdin_charge:R:1
H 0.40869 -2.91119 -2.05017 0.0 -0.3 -1.4 0.03
N 0.50736 -1.91535 -2.20733 0.6 1.0 2.6 0.02
C -0.61669 -1.33604 -2.01057 -0.8 -0.7 -1.9 -0.43
N -0.90477 -0.17492 -1.37314 1.1 -0.9 -0.6 0.09
H -1.44828 -1.71111 -2.62619 -0.8 -0.2 0.9 0.11
H -1.79311 0.24511 -1.57317 0.2 0.5 0.1 0.09
H -0.08417 0.28035 -1.00588 -0.3 0.6 0.2 0.10
N 1.16546 1.76664 3.37934 -1.1 0.1 1.1 0.00
H 1.08984 1.15203 2.58788 0.6 0.4 -0.6 -0.01
H 0.19219 1.88850 3.65195 0.1 -0.1 0.3 0.00
H 1.48347 2.71597 3.22728 0.3 -0.4 -0.7 0.00
```
Forces are in eV/Å.

LUMO   0.78 eV
Electronic energy   -206.52306 Ha
Gap between HOMO and LUMO   9.4 eV
Relative energy (zero: lowest compared OMol25 entry of this formula, charge and spin)   1.128 eV
Structure (SMILES)   [H]/N=C/N.N

=====

[6]
A molecular structure, C2H5NS at a distorted geometry, computed with the ωB97M-V functional and the def2-TZVPD basis.

The geometry in XYZ format:
```
9
Properties=species:S:1:pos:R:3:forces:R:3:lowdin_charge:R:1
C 0.32783 -0.18508 0.22452 1.2 0.3 -0.5 -0.47
C -0.05682 0.62802 -0.92346 1.5 -1.7 -1.3 -0.11
N -0.57243 -0.72642 0.96996 2.1 0.2 0.5 0.11
S 2.63172 -0.61728 0.80210 0.3 -0.1 0.1 0.04
H -0.48076 -0.14902 -1.62570 1.5 0.4 -0.2 0.12
H -0.96682 1.10049 -0.87870 -2.2 2.1 1.0 0.03
H 0.77155 1.28786 -1.30519 -1.0 -1.0 0.1 0.10
H -1.45762 -0.34760 0.86310 -2.6 0.3 0.4 0.08
H -0.19665 -0.99096 1.87336 -0.6 -0.6 0.1 0.10
```
Forces are in eV/Å.

LUMO (spin up / spin down)   0.71 / -0.90 eV
Electronic energy   -531.96717 Ha
Gap between HOMO and LUMO (spin up / spin down)   7.1 / 6.9 eV
Relative energy (zero: lowest compared OMol25 entry of this formula, charge and spin)   1.157 eV
Spin multiplicity   3
Expectation value of S²   2.01

=====

The highest electronic energy belongs to which entry? CH7N3

=====

Among the records above, which one has the lowest electronic energy? C23H40N9O3PRuS

=====

Repeat the fourth record exactly.
2 unconnected molecules or ions with the total composition C3H7O3 at a distorted geometry, computed with the ωB97M-V functional and the def2-TZVPD basis.

The geometry in XYZ format:
```
13
Properties=species:S:1:pos:R:3:forces:R:3:lowdin_charge:R:1
C 0.45110 -1.61683 0.92966 -0.2 3.0 0.9 -0.04
C 1.38224 -0.23200 1.39851 -0.5 -5.8 -0.9 -0.78
O 2.51902 -0.59805 1.66457 1.4 1.0 0.4 -0.07
O 0.71484 0.75752 1.50398 -1.3 3.4 0.0 -0.05
H -0.39642 -1.44759 1.58293 -0.4 -0.4 0.3 0.02
H 0.93942 -2.52159 1.18399 0.5 -0.9 -0.2 0.01
H 0.03969 -1.51151 -0.06134 0.2 -0.3 -0.6 0.01
C -1.17654 1.06534 -1.57457 0.7 0.3 -1.1 -0.19
O -0.14222 1.89461 -1.08640 -0.8 0.1 -0.1 -0.12
H 0.05240 1.49637 -0.24159 0.9 0.0 1.2 0.01
H -1.71578 0.51383 -0.79814 0.7 -0.6 -0.2 0.08
H -1.93829 1.63569 -2.04829 -0.9 1.1 -0.3 0.04
H -0.72947 0.56421 -2.45331 -0.5 -1.1 0.7 0.08
```
Forces are in eV/Å.

LUMO   3.90 eV
Electronic energy   -344.25277 Ha
Total charge   -1
Gap between HOMO and LUMO   7.5 eV
Relative energy (zero: lowest compared OMol25 entry of this formula, charge and spin)   1.563 eV